Below is the ion C5H9N2OS with charge +1 in a non-equilibrium geometry, with properties calculated with wB97M-V/def2-TZVPD.

Geometry as XYZ:
```
18
Properties=species:S:1:pos:R:3:mulliken_charge:R:1
S 0.22 -1.85 0.53 0.23
O 2.84 -2.21 0.21 -0.11
N -0.24 0.14 0.58 -0.50
N 0.86 3.17 -0.69 -0.33
C -0.49 2.97 -0.68 0.07
C -1.21 0.58 -0.22 0.49
C -1.25 1.92 -0.53 -0.68
C 1.80 -2.06 0.50 0.59
C 0.10 -3.78 0.69 -1.08
H 0.36 0.90 0.64 0.07
H -2.37 2.26 -0.69 0.15
H 0.13 -3.94 1.71 0.42
H -2.10 -0.01 -0.57 0.34
H -1.08 3.85 -0.59 0.33
H -0.93 -3.83 0.33 0.33
H 0.59 -4.41 -0.11 0.38
H 1.48 3.93 -0.77 0.21
H 1.32 2.37 -0.35 0.09
```

E_HOMO = -0.45407 Ha
LUMO energy = -4.22 eV
Gap between HOMO and LUMO = 8.13 eV
ΔE to the lowest compared entry with this formula, charge and spin = 529.6 kJ/mol
Multiplicity = 1
Total charge = +1


Below is a cluster of 7 separate species, C36H91N5O12 in total in a non-equilibrium geometry, with properties calculated with wB97M-V/def2-TZVPD.

Geometry as XYZ:
```
144
Properties=species:S:1:pos:R:3:mulliken_charge:R:1
O -0.71 5.73 3.88 -0.37
O 1.75 -2.78 2.95 -0.54
O 4.13 -0.10 -9.81 -0.33
O 8.47 4.87 -0.86 -0.37
O -3.89 -4.67 0.81 -0.29
O 8.39 -9.05 -0.16 -0.56
O -5.06 10.35 2.62 -0.31
O -4.62 -1.38 7.37 -0.37
O -7.64 -6.59 8.19 -0.36
O 3.13 7.96 -2.18 -0.38
O 4.27 -2.93 -7.44 -0.27
O -7.09 -2.47 -4.47 -0.33
N -2.93 8.68 3.10 -0.26
N -7.06 -3.05 6.92 -0.35
N 5.87 6.30 -1.20 -0.22
N 3.18 -0.28 -7.28 -0.50
N -6.04 -3.33 -1.73 -0.26
C 9.04 5.04 0.40 -0.64
C 5.99 5.09 -0.38 -0.63
C -5.78 -3.08 6.19 -0.59
C -8.20 -2.32 -5.37 -0.79
C 7.86 -7.03 -1.32 -1.29
C 7.42 -8.41 -0.91 0.77
C -5.70 11.60 2.33 -0.80
C 4.12 0.12 -11.23 -0.75
C 3.44 -2.59 -6.28 -0.66
C 3.63 7.29 -1.04 -0.59
C -3.62 -2.13 7.96 -0.64
C -4.51 9.65 1.52 -0.55
C -3.84 8.42 2.09 -0.50
C 3.73 7.40 -3.33 -0.77
C 3.99 1.12 -9.05 -0.61
C 4.15 0.76 -7.60 -0.60
C -7.33 -1.85 -3.25 -0.56
C -5.06 -1.71 6.09 -0.58
C 3.18 -3.96 1.42 -1.21
C -1.57 4.68 4.13 -0.70
C 7.11 4.25 -0.91 -0.59
C -7.59 -4.42 7.05 -0.55
C 2.87 -2.62 2.13 0.45
C -4.78 -3.39 -0.98 -0.50
C -1.16 6.91 3.23 -0.53
C 3.69 -1.05 -6.16 -0.70
C 7.13 -9.32 -2.07 -1.46
C -4.73 -4.76 -0.36 -0.46
C -6.89 -5.40 8.05 -0.48
C 4.23 -4.34 -7.71 -0.77
C -4.06 -5.75 1.74 -0.74
C -7.16 -7.53 9.26 -0.67
C 5.04 7.35 -0.52 -0.63
C 4.10 -2.08 2.97 -1.16
C -6.13 -1.96 -2.27 -0.65
C -2.34 7.55 3.91 -0.50
H 6.60 -8.94 -2.95 0.36
H 3.20 -4.64 -7.86 0.30
H 3.80 -3.78 0.54 0.30
H -5.28 9.25 0.86 0.35
H 8.45 5.76 0.97 0.24
H -3.07 6.76 4.05 0.30
H 8.89 -6.97 -1.69 0.35
H 4.77 -1.01 -6.02 0.33
H 3.69 -4.68 2.07 0.32
H -4.16 -1.90 5.50 0.35
H 3.25 -0.72 -5.22 0.44
H 7.96 -9.96 -2.38 0.34
H -5.03 12.40 2.01 0.30
H 1.09 -3.40 2.64 0.28
H 4.75 1.83 -9.36 0.48
H -6.07 -1.19 -1.50 0.42
H 10.04 5.47 0.40 0.26
H 9.15 4.07 0.90 0.28
H 4.91 7.27 0.56 0.41
H -5.84 -5.64 7.85 0.32
H -7.69 -2.50 6.36 0.28
H -3.31 7.91 1.30 0.21
H 4.72 -4.99 -6.99 0.29
H -9.03 -3.00 -5.20 0.30
H -8.67 -4.39 7.16 0.41
H -5.05 -3.73 6.67 0.29
H 6.98 3.38 -0.27 0.37
H -4.99 -5.58 2.28 0.28
H 2.28 -4.45 1.06 0.39
H -2.81 -2.37 7.26 0.31
H -2.08 4.47 3.19 0.31
H -7.39 -8.56 9.00 0.25
H 4.79 -0.63 -11.66 0.23
H -0.33 7.61 3.22 0.32
H 4.39 -2.78 3.76 0.32
H 5.38 8.35 -0.78 0.41
H 4.07 1.49 -6.79 0.40
H 6.91 3.93 -1.94 0.31
H 3.19 7.54 -4.26 0.32
H 2.49 -1.80 1.51 0.19
H 4.56 1.09 -11.45 0.31
H -7.60 -0.81 -3.42 0.43
H -7.51 -4.87 6.07 0.31
H 7.83 -6.29 -0.51 0.32
H -5.93 -3.42 5.16 0.39
H -5.62 -0.88 5.69 0.32
H 6.48 -8.48 -0.36 0.14
H -4.02 -3.08 8.30 0.21
H 2.40 -2.75 -6.58 0.37
H -8.24 -2.18 -2.76 0.33
H -3.19 9.49 3.64 0.26
H 4.87 -4.54 -8.57 0.26
H 6.81 6.61 -1.38 0.29
H -5.16 -1.87 -2.76 0.30
H -1.27 6.81 2.15 0.32
H -6.74 -4.77 8.92 0.34
H -6.07 -7.46 9.31 0.30
H 3.78 -3.11 -5.39 0.44
H 5.11 4.51 -0.12 0.35
H 3.92 6.32 -3.39 0.29
H -3.94 -6.72 1.27 0.29
H -3.84 10.13 0.81 0.38
H 4.92 -1.76 2.34 0.35
H -3.07 -1.69 8.79 0.26
H 3.34 6.24 -0.97 0.41
H 6.34 5.54 0.55 0.29
H -6.86 -3.70 -1.27 0.24
H 4.75 7.76 -3.51 0.27
H -6.58 11.36 1.73 0.32
H 6.38 -10.06 -1.79 0.40
H 8.16 -9.97 -0.04 0.31
H -3.28 -5.76 2.49 0.26
H -7.77 -2.45 -6.37 0.26
H 3.13 0.06 -11.68 0.27
H 3.76 -1.14 3.39 0.31
H 7.28 -6.64 -2.15 0.33
H -6.17 12.05 3.20 0.26
H 2.98 1.49 -9.23 0.34
H -1.98 7.78 4.92 0.32
H -3.85 -3.15 -1.49 0.27
H -8.68 -1.34 -5.41 0.33
H 5.16 0.36 -7.59 0.30
H -4.43 -5.58 -1.00 0.30
H -7.63 -7.35 10.22 0.25
H -1.11 3.74 4.43 0.24
H 3.39 -0.89 -8.06 0.42
H -4.51 7.73 2.60 0.33
H -2.29 4.97 4.89 0.30
H -4.77 -2.64 -0.19 0.27
H -5.69 -5.04 0.07 0.30
H 3.09 7.77 -0.23 0.32
```

E_HOMO = -0.30028 Ha
LUMO energy = 0.41 eV
Gap between HOMO and LUMO = 8.58 eV
ΔE to the lowest compared entry with this formula, charge and spin = 619.7 kJ/mol
Multiplicity = 1
Total charge = 0


Below is a cluster of 2 separate species, C6H9N2O2 in total in a non-equilibrium geometry, with properties calculated with wB97M-V/def2-TZVPD.

Geometry as XYZ:
```
19
Properties=species:S:1:pos:R:3:mulliken_charge:R:1
O -0.94 2.79 -3.12 -0.50
O -2.60 3.17 -1.77 -0.57
N 1.67 -2.28 0.63 -0.82
N 1.76 -0.10 0.15 -0.70
C 0.72 -0.30 1.00 -0.38
C -0.30 -2.44 2.12 -1.04
C -1.55 2.60 -1.91 0.61
C 2.27 -1.32 -0.09 -0.20
C -0.93 1.71 -0.90 -0.87
C 0.73 -1.66 1.35 0.54
H 0.09 1.38 -1.14 0.37
H 0.15 -3.37 2.44 0.34
H 3.08 -1.41 -0.79 0.43
H -0.32 2.07 -3.30 0.34
H -0.75 2.18 0.06 0.26
H -1.54 0.91 -0.62 0.32
H -1.16 -2.70 1.50 0.18
H 0.30 0.58 1.47 0.40
H -0.67 -1.80 2.92 0.29
```

E_HOMO = -0.11889 Ha
LUMO energy = 3.17 eV
Gap between HOMO and LUMO = 6.41 eV
ΔE to the lowest compared entry with this formula, charge and spin = 144.5 kJ/mol
Multiplicity = 1
Total charge = -1


Below is a structure of composition C39H31BrNPPbSi in a non-equilibrium geometry, with properties calculated with wB97M-V/def2-TZVPD.

Geometry as XYZ:
```
75
Properties=species:S:1:pos:R:3:mulliken_charge:R:1
Pb -0.95 0.53 0.52 1.17
Br -6.41 0.88 2.64 -0.10
P 1.68 0.94 0.20 0.62
Si -1.02 -2.60 0.08 -0.02
N -3.41 0.65 -0.16 0.15
C 1.86 5.50 0.63 -0.80
C 1.35 -0.83 4.45 -0.68
C 3.02 4.77 0.65 -1.10
C 1.57 0.27 1.90 -0.29
C 4.31 -0.08 0.42 -0.15
C 4.78 0.22 -2.31 -0.77
C -3.89 -2.65 -2.89 -0.70
C 1.26 1.08 3.00 -0.32
C 1.73 -1.11 2.09 -0.10
C -5.50 0.79 0.99 -0.57
C 2.26 -2.51 -2.45 -0.62
C 1.07 -2.17 -1.85 0.10
C 3.03 -3.56 -1.95 -0.60
C 0.53 3.45 0.48 0.13
C 2.97 3.38 0.51 -0.51
C 5.53 -0.43 -0.12 -0.86
C 0.62 -2.87 -0.72 0.84
C 3.31 0.41 -0.41 0.63
C 2.60 -4.26 -0.83 -0.71
C -2.77 -2.31 -2.15 -0.22
C -1.81 5.01 0.42 -1.05
C 0.60 4.87 0.53 0.64
C 1.63 -1.65 3.36 -0.90
C 5.77 -0.30 -1.48 -0.53
C -2.58 -2.86 -0.88 0.83
C -4.82 -3.54 -2.38 -0.52
C -0.76 2.84 0.49 -0.36
C -3.54 -3.74 -0.36 -0.56
C -4.07 0.62 -1.32 -0.58
C -5.45 0.68 -1.39 -0.69
C 1.16 0.53 4.27 -0.78
C -0.59 5.63 0.48 -0.76
C -4.11 0.73 0.98 -0.23
C 1.41 -3.92 -0.22 -0.54
C -6.18 0.76 -0.22 -0.13
C -1.89 3.61 0.45 -0.18
C 3.55 0.57 -1.78 -0.47
C 1.76 2.73 0.43 1.04
C -4.65 -4.09 -1.12 -0.67
H -2.87 3.15 0.45 0.40
H -5.37 -4.79 -0.73 0.44
H -0.52 6.71 0.49 0.42
H 1.14 2.15 2.87 0.42
H 1.89 6.58 0.69 0.43
H 2.59 -1.98 -3.33 0.47
H -5.94 0.66 -2.35 0.48
H 0.48 -1.36 -2.25 0.23
H 3.89 2.81 0.46 0.51
H -5.69 -3.81 -2.97 0.45
H 0.94 1.16 5.12 0.48
H 3.19 -5.08 -0.45 0.45
H 4.97 0.36 -3.36 0.48
H -2.72 5.59 0.36 0.46
H 4.14 -0.17 1.49 0.49
H 2.77 0.98 -2.41 0.43
H -3.41 -4.18 0.62 0.40
H 3.95 -3.83 -2.44 0.47
H 1.08 -4.48 0.65 0.41
H 6.32 -0.80 0.53 0.47
H -4.03 -2.23 -3.88 0.45
H -3.56 0.75 1.91 0.60
H -1.10 -2.84 1.52 0.06
H 1.29 -1.26 5.44 0.44
H -7.26 0.81 -0.23 0.48
H -2.04 -1.63 -2.57 0.35
H -3.46 0.56 -2.21 0.52
H 3.97 5.26 0.75 0.45
H 1.76 -2.72 3.51 0.52
H 6.73 -0.57 -1.90 0.45
H 1.96 -1.74 1.24 0.84
```

E_HOMO = -0.49243 Ha
LUMO energy = -7.03 eV
Gap between HOMO and LUMO = 6.37 eV
ΔE to the lowest compared entry with this formula, charge and spin = 50.4 kJ/mol
Multiplicity = 1
Total charge = +2


Below is the ion C6H12N4O2S with charge +2 in a non-equilibrium geometry, with properties calculated with wB97M-V/def2-TZVPD.

Geometry as XYZ:
```
25
Properties=species:S:1:pos:R:3:mulliken_charge:R:1
S 1.39 2.54 -0.49 -0.02
O 1.47 -2.42 -0.52 -0.43
O -1.40 -2.14 -0.68 -0.50
N 1.73 -0.16 -0.60 0.24
N -2.08 0.74 -0.19 0.07
N 3.05 -0.48 -0.45 -0.33
N -0.84 0.09 -0.41 -0.59
C 0.88 -1.41 -0.50 0.48
C -0.66 -1.21 -0.49 0.38
C 3.35 -0.32 1.03 -0.91
C -3.25 0.23 -0.99 -0.81
C 1.21 1.00 -0.40 0.60
C -2.41 0.84 1.21 -0.76
H -1.62 1.57 1.71 0.31
H -3.03 -0.18 -1.92 0.37
H -3.72 -0.42 -0.33 0.40
H 3.27 0.71 1.36 0.37
H -2.27 -0.13 1.80 0.33
H 4.34 -0.70 1.19 0.41
H 3.26 -1.49 -0.65 0.41
H -1.89 1.76 -0.53 0.42
H -3.46 1.36 1.34 0.39
H -3.94 1.04 -1.23 0.37
H 2.77 -0.88 1.64 0.40
H 3.86 0.07 -0.89 0.42
```

E_HOMO = -0.64565 Ha
LUMO energy = -9.44 eV
Gap between HOMO and LUMO = 8.13 eV
ΔE to the lowest compared entry with this formula, charge and spin = 333.1 kJ/mol
Multiplicity = 1
Total charge = +2


Below is a cluster of 2 separate species, C2H9NO2Si in total in a non-equilibrium geometry, with properties calculated with wB97M-V/def2-TZVPD.

Geometry as XYZ:
```
15
Properties=species:S:1:pos:R:3:lowdin_spin:R:1
Si -0.94 0.43 0.15 0.06
O -0.20 1.68 0.58 0.08
O 2.45 -0.68 -0.50 1.02
N 2.83 0.53 0.05 0.34
C -1.97 0.37 -1.39 0.01
C -1.09 -1.25 1.16 0.01
H 0.00 -1.25 1.61 0.01
H 2.14 0.93 0.78 0.13
H -1.76 1.23 -1.96 0.00
H -1.89 -0.69 -1.79 0.00
H 3.76 0.38 0.53 0.17
H -1.80 -1.39 1.96 0.00
H -1.29 -2.04 0.50 0.00
H 2.73 1.29 -0.65 0.16
H -2.99 0.46 -1.03 0.00
```

E_HOMO (spin up / spin down) = -0.14503 / -0.37833 Ha
LUMO energy (spin up / spin down) = 0.22 / -3.46 eV
Gap between HOMO and LUMO (spin up / spin down) = 4.17 / 6.83 eV
Expectation value of S² = 2.00
ΔE to the lowest compared entry with this formula, charge and spin = 216.5 kJ/mol
Multiplicity = 3
Total charge = 0


Below is a structure of composition C25H31CsF5GeN4O3Se, with properties calculated with wB97M-V/def2-TZVPD.

Geometry as XYZ:
```
71
Properties=species:S:1:pos:R:3:lowdin_spin:R:1
Cs -0.18 -1.76 -0.43 0.00
Se -4.45 1.19 -2.22 0.85
Ge 2.40 1.03 0.68 0.00
F -3.28 -6.26 4.81 0.00
F -4.55 -3.98 4.03 0.00
F -0.82 -6.86 3.82 0.00
F -3.38 -2.30 2.27 0.00
F 0.39 -5.20 2.06 0.00
O 1.97 0.34 -1.02 0.00
O 2.22 -0.70 1.35 0.00
O 0.59 1.51 1.11 0.00
N -0.90 -5.96 -6.19 0.00
N -0.97 -3.49 -2.58 0.00
N -2.05 -4.93 -4.26 0.00
N -1.74 3.74 -5.08 0.00
C -2.75 3.38 -2.94 0.02
C 2.23 -1.03 2.73 0.00
C 3.12 2.10 -2.26 0.00
C 1.02 3.93 1.10 0.00
C 0.81 -0.97 3.29 0.00
C -1.28 2.95 0.94 0.00
C -3.09 1.79 -4.69 0.02
C 2.78 -2.46 2.82 0.00
C -1.38 -5.45 -5.26 0.00
C 2.14 0.09 -3.36 0.00
C 0.12 2.76 1.54 0.00
C -2.29 2.59 -5.48 0.00
C -0.86 -4.84 2.51 0.00
C 0.64 1.82 -2.37 0.00
C 3.14 -0.09 3.52 0.00
C -3.33 2.20 -3.38 0.09
C -1.43 -3.67 2.08 0.00
C -1.98 4.11 -3.83 0.00
C -1.43 -5.72 3.41 0.00
C -3.32 -4.26 3.53 0.00
C -2.68 -5.42 3.93 0.00
C 0.01 2.78 3.07 0.00
C -2.67 -3.43 2.62 0.00
C 1.97 1.09 -2.21 0.00
C -1.42 -4.17 -3.41 0.00
H 0.57 4.88 1.38 0.00
H 0.36 -0.03 3.01 0.00
H -1.52 5.03 -3.50 0.00
H -2.89 3.74 -1.93 0.01
H 2.97 2.92 -1.54 0.00
H 2.75 0.93 3.54 0.00
H 0.66 2.49 -3.23 0.00
H -3.49 0.87 -5.08 0.01
H -0.18 1.11 -2.51 0.00
H 3.80 -2.50 2.45 0.00
H 1.33 -0.65 -3.34 0.00
H 4.14 -0.06 3.09 0.00
H 2.16 -3.13 2.23 0.00
H -1.87 2.05 1.11 0.00
H 1.15 3.92 0.01 0.00
H 0.42 2.39 -1.47 0.00
H 3.20 2.53 -3.26 0.00
H -1.79 3.80 1.39 0.00
H 2.11 0.60 -4.33 0.00
H -1.21 3.12 -0.14 0.00
H 1.00 2.64 3.51 0.00
H 4.06 1.61 -2.00 0.00
H 2.01 3.86 1.55 0.00
H 0.20 -1.78 2.89 0.00
H -0.41 3.71 3.44 0.00
H 2.76 -2.81 3.86 0.00
H 3.21 -0.44 4.56 0.00
H -2.08 2.29 -6.50 0.00
H 3.09 -0.44 -3.26 0.00
H 0.81 -1.06 4.38 0.00
H -0.62 1.95 3.40 0.00
```

E_HOMO (spin up / spin down) = -0.09740 / -0.09739 Ha
LUMO energy (spin up / spin down) = 3.49 / 0.95 eV
Gap between HOMO and LUMO (spin up / spin down) = 6.14 / 3.60 eV
Expectation value of S² = 0.75
ΔE to the lowest compared entry with this formula, charge and spin = 102.1 kJ/mol
Multiplicity = 2
Total charge = -2


Below is a cluster of 12 separate species, C33H76ClN2O15PS in total in a non-equilibrium geometry, with properties calculated with wB97M-V/def2-TZVPD.

Geometry as XYZ:
```
129
Properties=species:S:1:pos:R:3:mulliken_charge:R:1
Cl -5.41 -4.40 -2.74 -0.18
S -5.94 -6.39 1.98 -0.38
P -4.80 -6.39 0.36 0.91
O 5.96 6.92 5.17 -0.55
O -7.69 -4.37 0.33 -0.21
O 8.11 4.96 -5.93 -0.47
O -1.72 -0.81 3.12 -0.57
O -9.85 -5.48 2.91 -0.46
O -5.78 -7.07 -0.90 -0.56
O 0.34 -1.42 -5.30 -0.50
O 9.51 7.84 -7.83 -0.49
O -8.86 -1.58 4.16 -0.47
O -3.52 -7.54 0.70 -0.51
O 4.21 2.12 -6.62 -0.51
O -2.36 0.75 -2.85 -0.53
O 2.81 1.41 6.33 -0.48
O -3.17 -5.40 3.51 -0.49
O 3.27 -2.76 3.72 -0.55
N -0.42 -3.77 3.07 -0.74
N -1.74 -3.36 3.03 0.40
C -8.25 -2.04 0.57 -1.09
C 8.95 5.12 -4.80 -0.27
C -4.21 -4.60 0.07 0.19
C -10.12 -0.94 4.04 -0.21
C 2.74 -0.43 3.46 -0.65
C 4.89 3.67 -4.92 -1.00
C 5.05 2.28 -5.49 -0.14
C 10.44 9.83 -6.84 -0.95
C -9.85 -6.89 2.70 -0.11
C -2.03 -1.96 2.51 0.22
C -2.81 -4.39 2.72 0.01
C -8.76 -3.46 0.55 -0.01
C 5.21 5.73 5.39 -0.15
C -2.82 -2.30 1.11 0.09
C -3.11 -1.39 -0.22 -0.41
C 1.74 2.31 6.55 -0.24
C -0.02 -4.33 1.88 0.73
C 2.62 -0.73 -5.69 -0.91
C -3.34 -3.87 1.26 0.28
C 6.15 4.54 5.46 -0.87
C -9.91 -7.62 4.02 -1.05
C 2.25 3.73 6.57 -0.94
C -0.08 1.44 -3.24 -1.23
C -1.02 0.62 -2.38 0.00
C -3.95 -2.12 -1.46 -0.49
C 3.64 -1.57 3.03 -0.34
C -9.93 0.56 4.02 -1.04
C -4.50 -3.69 -1.29 0.15
C 10.60 8.75 -7.89 -0.28
C 0.05 -5.99 1.79 -1.12
C 1.68 -1.55 -4.83 -0.24
C 0.46 -3.51 0.54 -0.64
C 8.79 6.51 -4.23 -0.62
H -10.58 -1.28 3.11 0.25
H 2.75 3.98 5.63 0.19
H -0.99 0.96 -1.34 0.33
H 10.39 9.39 -5.84 0.21
H -0.37 2.50 -3.23 0.36
H -9.06 -1.33 0.74 0.35
H 9.99 4.93 -5.10 0.27
H 3.65 -0.82 -5.33 0.27
H 2.82 -0.26 4.54 0.23
H 11.53 8.19 -7.72 0.28
H 11.27 10.53 -6.87 0.35
H 2.35 -2.95 3.50 0.31
H -2.72 -0.28 -0.25 0.42
H -9.06 -7.35 4.65 0.30
H 9.50 10.38 -6.99 0.31
H 1.01 2.18 5.74 0.28
H 4.47 2.78 -7.28 0.28
H -9.07 -5.27 3.45 0.26
H 9.04 7.27 -4.98 -0.05
H 4.77 1.52 -4.74 0.26
H -0.13 1.11 -4.28 0.26
H 1.44 4.44 6.74 0.38
H 1.21 -6.24 1.73 0.38
H -8.95 -7.16 2.14 0.10
H 4.49 5.61 4.57 0.24
H -8.46 -1.28 5.00 0.26
H 5.14 4.43 -5.66 0.27
H 1.25 2.05 7.49 0.27
H 3.85 3.85 -4.63 0.32
H -0.75 -0.44 -2.40 0.19
H -9.28 0.86 3.19 0.26
H 1.95 -2.61 -4.85 0.33
H -2.37 0.44 -3.77 0.30
H -10.75 -1.25 4.87 0.30
H 1.70 -0.66 3.24 0.08
H 9.42 6.65 -3.35 0.35
H 4.66 5.84 6.33 0.21
H -10.89 1.08 3.92 0.33
H 4.69 -1.35 3.27 0.32
H 8.67 4.36 -4.06 0.29
H 1.29 -2.68 0.75 0.12
H 0.95 1.35 -2.89 0.33
H 10.64 9.18 -8.89 0.27
H -0.44 -6.42 0.81 0.29
H -0.34 -6.52 2.77 0.30
H 6.72 4.44 4.53 0.34
H -4.16 -1.48 -2.44 0.36
H -6.59 -6.47 -1.08 0.34
H 0.33 -1.73 -6.22 0.28
H 6.88 4.67 6.26 0.28
H -7.50 -1.91 1.37 0.31
H 6.44 6.82 4.33 0.31
H -9.92 -8.70 3.87 0.35
H -9.25 -3.72 1.49 0.03
H -9.44 0.90 4.95 0.33
H 0.99 -4.29 -0.19 0.36
H -0.41 -3.03 -0.09 0.13
H 8.70 8.35 -7.99 0.30
H 2.33 0.33 -5.67 0.24
H -9.49 -3.59 -0.26 0.31
H 7.75 6.69 -3.94 0.25
H 6.09 2.10 -5.79 0.25
H 5.52 3.81 -4.04 0.27
H 2.57 -1.06 -6.73 0.32
H 3.57 -1.76 1.96 0.22
H 5.59 3.61 5.63 0.20
H 8.37 5.62 -6.59 0.27
H -4.01 -8.43 0.80 0.34
H 3.02 0.49 2.94 0.35
H -7.75 -1.79 -0.37 0.28
H 3.44 1.52 7.06 0.27
H -7.06 -4.25 1.06 0.08
H 1.71 -1.21 -3.79 0.21
H 3.00 3.86 7.37 0.29
H -10.72 -7.14 2.08 0.31
H -10.81 -7.33 4.58 0.28
```

E_HOMO = -0.30475 Ha
LUMO energy = -1.80 eV
Gap between HOMO and LUMO = 6.49 eV
Multiplicity = 1
Total charge = 0


Question: Which value of total charge does entry 3 give?
Answer: -1